[1]
Entry from OMol25: a structure of composition C15H19BrIrN6O4P (ωB97M-V with the def2-TZVPD basis set).

Output
multiplicity = 2
HOMO (alpha / beta) = -18.50 / -18.50 eV
HOMO-LUMO gap (alpha / beta) = 0.2934 / 0.1779 hartree
total charge = +3
energy relative to the best compared isomer or geometry (same formula, charge and spin) = 0.0000 eV

Last column: Mulliken spin population.
Atoms and positions in Å:
H -2.3277 -2.8270 0.6769  0.00
H 0.6181 -2.9882 -2.2913  0.02
N -0.9407 1.1697 1.4667  0.00
H 2.0798 0.6421 -1.4210  0.00
C -2.3177 1.9285 3.2298  0.00
H -2.1386 -1.8511 -5.3912  0.01
C -0.9337 -1.6533 -1.6158  0.02
C 3.8465 1.1836 0.7384  0.00
C -2.4893 -1.0533 -3.4263  0.25
C -2.6350 2.7580 0.9852  0.00
N 5.0330 1.6422 1.0464  0.00
H -3.1458 3.3734 0.2563  0.00
O 3.5931 2.8121 2.8874  0.00
C -1.2788 1.1404 2.7431  0.00
C -2.0550 -0.9761 -2.0507  0.19
C -1.7928 -1.8103 -4.3672  0.01
H 0.2277 -3.8776 0.0325  0.00
H -3.3934 -0.5299 -3.7158  0.00
H -1.6963 -1.9831 2.1039  0.00
C -2.9861 2.7523 2.3415  0.00
Br -0.2571 -0.0273 3.7945  0.00
H 4.4535 0.1103 -0.9398  0.00
C -0.6958 -2.5093 -3.9425  0.19
H -2.6537 -0.3631 -1.3899  0.05
C -0.2638 -2.4224 -2.5714  0.23
H -2.6413 -1.0890 0.9042  0.00
H 2.4255 -0.9411 -1.1009  0.00
H 5.1231 2.2787 1.8310  0.00
N 2.3855 -0.0120 -0.6908  0.00
C -1.6012 1.9529 0.5817  0.00
H -0.1349 -3.1383 -4.6229  0.00
O -0.0230 1.1037 -1.0415  0.00
Ir 0.7363 0.3953 0.6397  0.00
N 3.6986 0.3286 -0.3052  0.00
O -1.7967 2.2460 -1.7675  0.00
C 0.6919 -2.9695 0.4227  0.00
N 2.6051 2.2775 2.4522  0.00
H 5.8513 1.4036 0.5051  0.00
N 2.6781 1.4091 1.3492  0.00
P -0.3796 -1.5412 0.1402  0.03
O 1.4734 2.3850 2.8669  0.00
C -1.9108 -1.8862 1.0391  0.00
H 1.6855 -2.8512 -0.0070  0.00
H 0.8038 -3.0919 1.5022  0.00
H -3.7872 3.3869 2.6973  0.00
C -1.1573 1.8196 -0.8542  0.00
H -2.5764 1.8929 4.2792  0.00

---

[2]
Entry from OMol25: a structure of composition C6H12N3O3S (ωB97M-V with the def2-TZVPD basis set).

Output
HOMO (alpha / beta) = -11.81 / -11.81 eV
HOMO-LUMO gap (alpha / beta) = 0.2938 / 0.2938 hartree
total charge = +1
energy relative to the best compared isomer or geometry (same formula, charge and spin) = 2.3535 eV

Last column: Mulliken charge in e.
Atoms and positions in Å:
H -1.6960 -1.3099 0.3480  0.15
N 1.3760 -1.8774 0.1039  -0.03
C 0.6433 -2.9489 0.5038  -0.42
C 1.1626 -0.5701 -0.0548  0.05
H 1.2838 -3.9289 0.5526  0.23
H 0.4897 0.2864 -2.8349  0.11
H 3.4616 1.5852 1.4276  0.38
N -0.0007 0.1564 0.0989  0.47
C -3.5800 0.8193 0.3343  -0.90
H 0.9481 -0.3342 -2.6014  -0.08
H -0.2906 -2.9792 1.0226  0.29
O 2.7519 1.2409 -1.3133  -0.49
H -4.0825 -0.1655 0.1961  0.31
N -2.1311 0.8026 0.0914  0.03
H -3.7303 1.1585 1.3152  0.41
O 3.5498 -0.7951 -0.0710  -0.73
C -1.3708 1.8912 0.0804  -0.89
H 0.8331 2.1575 0.0589  0.40
H -4.0391 1.4303 -0.3202  0.37
O 2.6248 1.1745 1.1607  -0.51
S 2.6733 0.3200 -0.2327  1.22
C -1.2595 -0.2799 0.1421  -0.05
C -0.0724 1.5146 0.0528  -0.16
H -1.8948 2.7644 0.0380  0.55
H 2.3497 -2.1128 -0.0989  0.30

---

[3]
Entry from OMol25: an isolated molecule of C2H3NP2 (ωB97M-V with the def2-TZVPD basis set).

Output
HOMO (alpha / beta) = -8.16 / -8.93 eV
HOMO-LUMO gap (alpha / beta) = 0.2616 / 0.2936 hartree
energy relative to the best compared isomer or geometry (same formula, charge and spin) = 3.4791 eV

Last column: Mulliken charge in e.
Atoms and positions in Å:
N 1.8782 1.4913 -1.3041  -0.45
P -0.6728 3.0052 0.1948  -0.02
C -1.0972 1.4265 0.4101  -0.26
H 0.1791 -0.6337 0.4749  0.08
H 1.3905 -0.6479 -1.4666  0.30
H -1.8659 1.1144 1.2245  0.27
C 1.2514 0.4403 -1.2086  0.06
P -0.4799 -0.0593 -0.6080  0.02

---

[4]
Entry from OMol25: an isolated molecule of C21H28N2O3S (ωB97M-V with the def2-TZVPD basis set).

Output
HOMO = -8.32 eV
HOMO-LUMO gap = 0.3259 hartree
structure (SMILES) = Cc1ccc(CS(=O)(=O)CCC(=O)NCCN(C)Cc2ccccc2)cc1
energy relative to the best compared isomer or geometry (same formula, charge and spin) = 1.4520 eV

Last column: Mulliken charge in e.
Atoms and positions in Å:
H -3.3396 -0.5645 -2.2544  0.34
H -1.0832 -3.0648 -3.4683  0.39
N -1.4312 -1.3813 -2.2203  0.81
C -1.8130 0.7874 -0.4641  -0.26
C -2.7397 1.6664 1.5696  -0.67
C -2.7305 -1.2502 -2.8397  -1.16
H -2.6701 -1.7090 1.6359  0.43
C 1.5875 1.8115 3.4514  -0.86
H -1.4167 0.9424 -1.4557  0.54
H 1.1597 -1.7105 1.9802  0.36
C -0.5727 1.6162 4.7191  -1.37
H -0.5309 -0.8037 3.5175  0.37
C 3.3940 -0.5169 1.0894  -1.39
H -1.4380 1.9366 4.1397  0.14
C 0.4700 1.0648 3.7986  0.97
H 4.2627 0.1215 0.9560  0.40
O -0.1316 1.3276 -3.5744  -0.66
O 1.6428 -1.7268 -0.5095  -0.58
C 1.7269 0.9533 -0.7884  0.15
C -0.5415 -2.2397 -2.9761  -0.85
H 1.7166 2.8029 3.8610  0.35
O 3.6250 -0.7651 -1.5584  -0.71
H -2.2039 -2.5496 -0.6178  0.34
H -0.4849 -0.8102 -4.6114  0.37
H 3.7042 -1.5324 1.3250  0.46
C 1.8518 1.4428 -2.2214  -1.10
H -3.3528 0.2093 3.0145  0.45
H -2.6172 -0.8374 -3.8401  0.26
C -2.9120 0.3763 2.0416  -0.62
H 0.7469 -2.0985 -4.7160  0.43
C 0.8409 0.7482 -3.1373  0.46
C -1.5277 -1.6951 -0.8102  -1.16
H 2.2132 1.6366 -0.0966  0.57
H 0.6946 0.7946 -0.4850  -0.27
C 2.5409 1.3021 2.5883  -0.55
C 0.3320 -0.2095 3.2584  -0.49
H 3.4087 1.8971 2.3385  0.41
H 2.8664 1.2510 -2.5761  0.46
H -0.1935 2.4709 5.2735  0.42
N 1.1574 -0.5271 -3.4220  0.01
C -2.1899 1.8673 0.3152  -0.75
H -0.9051 0.8562 5.4230  0.36
H 1.6520 2.5152 -2.2618  0.45
H -3.0459 2.5118 2.1695  0.49
C 1.2823 -0.7241 2.3994  -0.04
C -1.9764 -0.5106 0.0054  1.03
S 2.5909 -0.6428 -0.5569  0.81
C -2.5304 -0.7028 1.2647  -0.75
C 2.4023 0.0263 2.0550  0.38
H 1.9469 -0.9475 -2.9533  0.33
H -2.0607 2.8705 -0.0644  0.48
H -0.5295 -1.9739 -0.4583  0.18
H 0.2000 -2.6702 -2.2995  0.45
H -3.2596 -2.2161 -2.9125  0.36
C 0.2116 -1.4265 -4.0407  -0.95

---

[5]
Entry from OMol25: a structure of composition C15H23CrN9S2 (ωB97M-V with the def2-TZVPD basis set).

Output
multiplicity = 4
HOMO (alpha / beta) = -10.96 / -11.08 eV
HOMO-LUMO gap (alpha / beta) = 0.2402 / 0.2891 hartree
total charge = +1
energy relative to the best compared isomer or geometry (same formula, charge and spin) = 0.0866 eV

Last column: Mulliken spin population.
Atoms and positions in Å:
C -2.7735 -0.8617 1.0080  0.07
C 0.2142 -3.1861 -0.7777  0.08
C -2.0002 -0.1868 -0.1305  -0.29
H -4.8341 -0.9443 1.7009  0.00
N -2.0612 -5.7777 -0.9647  0.00
H -3.2014 -2.8170 1.8260  0.00
H 0.9071 5.9431 0.5831  0.00
H -0.5915 2.2509 0.6930  0.01
H -2.2817 -0.6072 -1.1080  0.00
H -1.5479 -2.6585 1.2389  0.00
N 2.6711 4.1934 -0.1893  0.00
H 3.9029 -3.1218 1.7734  0.00
H -4.4239 0.5636 0.8810  0.00
C 0.2030 -4.5465 -0.8111  0.00
N 2.5115 -5.6358 -0.4199  0.00
H -0.6996 2.3115 -0.9557  0.01
N 1.0159 -2.7007 2.4028  0.00
C 1.5128 -1.4759 2.3473  0.00
C 0.3978 4.9963 0.4231  0.00
S 2.3668 0.3638 -1.0236  0.02
C 3.3199 -2.8761 2.6616  0.00
H -2.2773 0.8795 -0.1585  -0.01
C 1.4728 -5.1866 -0.6402  0.00
N 0.2278 -2.0210 -0.7070  -0.08
H 4.4040 -0.4514 1.6684  0.00
C -2.5840 -2.3702 1.0456  0.00
H -0.0929 4.7065 1.3537  0.00
H -2.4181 -0.4528 1.9576  -0.01
Cr 0.0219 -0.1885 -0.1967  3.27
H 3.1655 0.5552 2.4504  0.00
H 4.3189 -0.3588 3.4433  0.00
C 2.0280 -3.7059 2.7622  0.00
H -4.6672 -0.9112 -0.0557  0.00
C 1.4067 3.9920 0.0056  0.00
H 2.0230 -4.5409 2.0685  0.00
N 2.8185 -1.4930 2.5477  0.00
S 0.5254 -0.0409 2.1320  -0.05
H -0.3652 5.1352 -0.3440  0.00
H 1.8480 -4.0738 3.7700  0.00
N 3.1578 2.9579 -0.5577  0.00
C -4.2575 -0.5161 0.8785  0.00
N 1.1186 2.6586 -0.2338  -0.02
C -1.0461 -5.2379 -0.9108  0.00
C 3.7341 -0.3663 2.5245  0.00
C 2.2426 1.9971 -0.6024  -0.01
H -2.8714 -2.8359 0.0976  0.00
H 4.1292 2.8570 -0.8075  0.00
N -0.1184 2.0060 -0.1748  -0.02
H 0.0213 -2.8601 2.3888  0.00
H 3.9597 -2.9707 3.5356  0.00

---

[6]
Entry from OMol25: a structure of composition C41H44BrFN3O5S3Y (ωB97M-V with the def2-TZVPD basis set).

Output
HOMO = -1.39 eV
HOMO-LUMO gap = 0.1939 hartree
total charge = -2
energy relative to the best compared isomer or geometry (same formula, charge and spin) = 0.7455 eV

Last column: Mulliken charge in e.
Atoms and positions in Å:
H -2.1397 3.7809 -4.8416  0.40
H -6.4435 0.8893 1.3935  0.48
C 0.0798 -1.2012 -3.6299  1.66
C 1.2640 2.3730 -1.3425  -0.22
H 3.1410 4.4797 0.5462  0.46
H 1.1887 2.9827 0.7017  0.40
H 1.0947 -2.5684 -4.9421  0.39
N 0.3667 -1.2941 4.3373  -0.05
H -5.2228 1.1937 0.1344  0.37
H -1.6383 -0.8663 -4.8968  0.36
C -3.0296 4.2413 -2.9437  -0.65
H 0.6331 -1.0197 -5.6928  0.45
H 4.4594 -4.2837 1.6452  0.36
H -2.5363 2.0668 2.2642  0.04
H -1.5685 -0.6951 4.5838  0.44
H -2.4241 -2.9928 5.1220  0.26
O -0.3983 1.3828 0.1205  0.66
S 0.9728 3.0191 5.8485  -0.43
Y 0.3017 0.2260 1.7338  -0.24
H 3.9332 -2.0457 0.7423  0.50
C -1.1591 2.7512 -3.2393  -0.07
C -0.1602 0.1936 -1.8899  -1.60
H -1.2478 0.0234 -1.8608  0.10
C -0.9109 -1.5560 4.6099  -0.53
H -0.2693 -1.5040 -0.5746  1.43
C 1.8271 -1.1752 -0.5895  3.16
C 3.5186 -4.1139 1.1351  -0.70
H -4.5061 -0.1597 3.5317  0.36
H -1.4462 -2.5513 -4.3439  0.46
C 3.2276 -2.8595 0.6289  -0.41
H 2.8188 -2.9013 -2.4950  0.45
H 4.8492 -2.6689 -3.8733  0.38
S 1.9887 1.5456 3.4627  -0.49
C 0.4385 -1.1162 -1.3134  -0.74
H -4.6544 3.4608 1.2115  0.15
F -0.5430 -1.7111 1.7926  -0.74
H -2.7587 -0.3907 2.3385  0.06
C -5.3875 0.7827 1.1330  -1.91
H -3.7713 4.9138 -3.3609  0.39
Br 3.0403 -1.8502 4.2893  -0.13
C 5.3449 -0.7302 -3.0941  -0.65
C 1.9457 2.5233 -2.5493  0.49
H -3.6985 4.4815 -0.9199  0.35
N -3.1182 1.4996 1.6521  0.16
C 1.2085 -2.2997 4.4039  -0.01
H 0.6519 -5.6919 0.3019  0.39
H -3.8941 1.3629 4.2004  0.26
H -5.6424 1.1270 3.9513  0.47
C 3.4140 -2.0003 -2.4278  -0.37
C -0.4695 -3.8778 4.9014  1.18
N -2.4995 0.2319 1.5782  -0.24
H 4.3188 4.7620 -1.6211  0.35
C 4.9842 0.2623 -2.1958  -0.54
C 0.8675 -3.6182 4.6586  -0.56
C -4.6489 0.9242 3.5430  -1.57
H 1.6496 1.9446 -3.4099  0.15
O 0.3837 -1.9698 -2.4746  -0.30
C 3.8416 0.1251 -1.4184  -0.56
C 1.1067 -3.6440 -0.1406  0.18
C 4.5605 -1.8712 -3.1966  -0.73
H 6.2452 -0.6316 -3.6910  0.37
H -5.9585 3.1226 2.3756  0.46
O -0.8466 -5.1625 5.1651  -0.58
H -5.1463 -0.2819 1.1137  0.31
C -1.3742 -2.8243 4.9057  -0.71
C -4.5025 1.5247 2.1354  1.46
H -2.7240 -0.2026 0.6950  0.15
C 3.0225 -0.9882 -1.5504  0.16
C 1.3851 -4.8977 0.3912  -0.91
H 3.5796 0.8595 -0.6690  0.17
H 1.6056 -4.4058 4.6757  0.39
C 0.7056 2.1689 4.4375  0.15
C -1.1042 2.5063 -1.8672  0.06
O 0.2283 0.1410 -3.2597  -0.26
C 1.0231 -1.4912 -4.7890  -1.97
C 2.8027 3.9441 -0.3326  -0.98
H -4.3256 3.5189 2.9512  0.37
C -2.0360 3.1356 -1.0481  -0.37
H -2.0494 -1.3135 -3.2275  0.35
H -2.0088 2.9045 0.0070  0.15
H 5.6008 1.1473 -2.0906  0.46
C 1.7069 3.1007 -0.2404  -0.53
C -1.3654 -1.5031 -4.0545  -1.88
H 2.0089 -1.0903 -4.5765  0.36
S -0.8915 1.7907 3.8879  -0.30
H 3.5475 3.4828 -3.5961  0.38
H -1.8034 -5.1875 5.2477  0.28
C 2.0232 -2.6070 -0.0264  -0.71
C 3.0278 3.3853 -2.6488  -0.95
C -0.0459 1.5737 -1.1803  3.17
O 1.8641 -0.2640 0.4469  -0.97
C 2.5917 -5.1427 1.0243  -0.50
H -0.4622 2.2670 -3.9063  0.20
C -2.1137 3.6074 -3.7709  -1.15
H 0.1625 -3.4871 -0.6440  0.38
C -4.8921 3.0024 2.1727  -1.54
H 2.8051 -6.1216 1.4391  0.37
C 3.4644 4.0986 -1.5429  -0.63
C -2.9853 3.9980 -1.5791  -0.88

---

One value per record, in order, for max |F|: 1.70 4.32 2.13 0.97 0.68 2.20 eV Å⁻¹.